a.
93
Properties=species:S:1:pos:R:3:lowdin_charge:R:1 method="wB97M-V/def2-TZVPD" charge=+1 homo_lumo_gap_ha=0.208
C 7.93668 -6.97073 0.08168 -0.10
C 6.56673 -7.44001 0.60567 -0.21
C 5.41193 -7.14948 -0.36089 -0.20
O 4.22590 -6.71703 0.30329 -0.11
C 4.14726 -5.35406 0.56456 -0.20
N 3.03581 -4.76837 -0.20514 -0.02
C 3.42357 -3.60340 -1.05059 -0.13
C 3.84784 -2.40979 -0.20511 -0.15
C 2.70189 -2.03680 0.73432 -0.14
N 2.09073 -3.19923 1.42959 0.08
C 1.98524 -4.32083 0.61502 -0.29
N 0.87055 -4.95584 0.52495 0.20
C -0.38662 -4.64884 1.21228 -0.12
C -1.17666 -5.92043 1.52699 -0.17
C -1.91484 -6.52660 0.33213 -0.18
C -1.02318 -7.28243 -0.64250 -0.29
O -1.84475 -8.17636 -1.36582 -0.04
H 8.25293 -6.04918 0.56846 0.07
H 8.70796 -7.70921 0.29151 0.07
H 7.93735 -6.80685 -0.99461 0.07
H 6.35933 -6.95566 1.55955 0.11
H 6.61092 -8.50938 0.80055 0.11
H 5.71231 -6.42650 -1.12413 0.11
H 5.13768 -8.06292 -0.88607 0.13
H 5.08378 -4.85107 0.31364 0.14
H 3.99376 -5.22971 1.64149 0.14
H 4.16400 -3.91063 -1.78276 0.13
H 2.52705 -3.31039 -1.60652 0.13
H 4.07540 -1.56542 -0.85329 0.11
H 4.74727 -2.62290 0.37539 0.11
H 1.91581 -1.56423 0.14272 0.11
H 3.01251 -1.31398 1.48239 0.13
H 2.53081 -3.41260 2.31636 0.15
H 0.90141 -5.75940 -0.09449 0.15
H -0.18325 -4.08918 2.11842 0.12
H -0.97874 -4.00884 0.55537 0.14
H -0.52329 -6.66012 1.99282 0.12
H -1.91137 -5.62985 2.27760 0.12
H -2.50356 -5.76474 -0.17997 0.12
H -2.63222 -7.25346 0.71798 0.13
H -0.26286 -7.83113 -0.07345 0.12
H -0.54141 -6.58842 -1.34490 0.11
H -1.33418 -8.56034 -2.07883 0.09
N 3.05985 2.39766 -1.76051 0.01
C 2.38519 1.20860 -1.75742 -0.15
C 1.37186 1.30698 -0.83800 -0.13
C 1.43882 2.60641 -0.26775 -0.10
C 2.48960 3.25438 -0.85696 -0.13
H 3.84640 2.60734 -2.34742 0.13
H 2.67752 0.40411 -2.41121 0.10
H 0.65528 0.53662 -0.60276 0.08
H 0.78541 3.01481 0.48460 0.09
H 2.87263 4.25036 -0.71323 0.11
N -2.91915 2.95232 0.25291 0.01
C -3.45097 2.97457 1.51411 -0.13
C -2.88191 1.95119 2.22293 -0.11
C -1.98025 1.28095 1.35183 -0.12
C -2.02457 1.92534 0.14399 -0.16
H -3.14626 3.59623 -0.48111 0.13
H -4.17438 3.71837 1.79920 0.10
H -3.08693 1.71153 3.25256 0.09
H -1.36527 0.42804 1.58898 0.08
H -1.49628 1.74516 -0.77615 0.10
N 6.28092 4.50469 -2.21902 -0.01
C 7.25868 3.54434 -2.22931 -0.15
C 8.40634 4.12408 -2.69617 -0.11
C 8.11117 5.48668 -2.97426 -0.10
C 6.79349 5.69175 -2.66978 -0.13
H 5.33663 4.36838 -1.91553 0.11
H 7.05604 2.53934 -1.90026 0.10
H 9.35479 3.62981 -2.82080 0.09
H 8.79098 6.23061 -3.35301 0.09
H 6.18068 6.57401 -2.73381 0.11
N -7.00248 5.13389 -1.63208 0.00
C -8.08998 5.80236 -1.14185 -0.13
C -8.02638 5.76358 0.22439 -0.10
C -6.85368 5.04091 0.57338 -0.11
C -6.24295 4.66709 -0.59434 -0.15
H -6.79654 5.00433 -2.60453 0.14
H -8.81294 6.24828 -1.80246 0.11
H -8.74246 6.20552 0.89725 0.08
H -6.50315 4.82012 1.56784 0.08
H -5.34490 4.10570 -0.77565 0.08
N -10.00766 8.24398 2.74893 -0.01
C -9.74567 9.51194 2.30645 -0.14
C -10.79828 9.90834 1.52651 -0.11
C -11.73136 8.83624 1.49629 -0.11
C -11.21526 7.82409 2.25985 -0.15
H -9.40472 7.70289 3.33923 0.14
H -8.83866 10.02071 2.58327 0.10
H -10.89086 10.86076 1.03268 0.09
H -12.67367 8.81290 0.97560 0.09
H -11.60211 6.84800 2.49688 0.10

b.
93
Properties=species:S:1:pos:R:3:lowdin_charge:R:1 method="wB97M-V/def2-TZVPD" charge=+1 homo_lumo_gap_ha=0.209
C 8.05188 -6.85755 0.48328 -0.09
C 6.66431 -7.39215 0.87162 -0.21
C 5.59911 -7.11145 -0.17929 -0.21
O 4.34283 -6.73754 0.38438 -0.10
C 4.16937 -5.37000 0.59053 -0.19
N 3.05408 -4.87422 -0.22608 -0.01
C 3.42257 -3.71404 -1.08758 -0.12
C 3.83821 -2.50479 -0.27399 -0.15
C 2.72186 -2.14469 0.69523 -0.14
N 2.12373 -3.31584 1.38081 0.08
C 2.00064 -4.41004 0.55142 -0.32
N 0.87709 -5.00815 0.43214 0.21
C -0.37146 -4.67977 1.11894 -0.12
C -1.22002 -5.91873 1.37855 -0.17
C -1.98055 -6.40536 0.15772 -0.18
C -1.13935 -7.20065 -0.81876 -0.29
O -2.01511 -8.02646 -1.55974 -0.04
H 8.29936 -5.97233 1.05242 0.07
H 8.81609 -7.58314 0.72037 0.07
H 8.14449 -6.63317 -0.57309 0.07
H 6.37193 -6.95060 1.81392 0.11
H 6.74491 -8.45615 1.02662 0.10
H 5.94694 -6.39826 -0.92276 0.11
H 5.41838 -8.03563 -0.71254 0.12
H 5.08130 -4.83240 0.36805 0.13
H 3.99077 -5.23139 1.65621 0.14
H 4.13890 -3.99807 -1.84382 0.13
H 2.50815 -3.42966 -1.60493 0.13
H 4.04111 -1.66937 -0.93220 0.12
H 4.74387 -2.69522 0.29645 0.11
H 1.93350 -1.67549 0.11647 0.11
H 3.04464 -1.42650 1.42690 0.13
H 2.57562 -3.54824 2.25845 0.15
H 0.89246 -5.79025 -0.22140 0.16
H -0.19489 -4.16909 2.04691 0.12
H -0.93262 -4.00477 0.48519 0.14
H -0.62044 -6.71074 1.81446 0.12
H -1.94017 -5.61599 2.12418 0.12
H -2.51506 -5.59723 -0.32117 0.12
H -2.74264 -7.08496 0.52022 0.12
H -0.43104 -7.80359 -0.24773 0.12
H -0.62309 -6.52501 -1.50944 0.11
H -1.50922 -8.42136 -2.28614 0.10
N 3.00114 2.39790 -1.81656 0.01
C 2.32663 1.20872 -1.80578 -0.15
C 1.32237 1.30640 -0.87635 -0.13
C 1.39331 2.60642 -0.30960 -0.10
C 2.43674 3.25577 -0.91005 -0.13
H 3.78736 2.60715 -2.40532 0.13
H 2.61638 0.40189 -2.45806 0.10
H 0.61183 0.53346 -0.63111 0.08
H 0.74867 3.01533 0.45023 0.09
H 2.82236 4.25159 -0.77121 0.11
N -2.95464 2.94715 0.25306 0.01
C -3.47419 2.97319 1.51965 -0.13
C -2.90416 1.94685 2.22383 -0.11
C -2.00816 1.27633 1.34767 -0.12
C -2.06039 1.92029 0.14039 -0.16
H -3.19178 3.58700 -0.48244 0.13
H -4.19664 3.71669 1.80853 0.10
H -3.10577 1.70452 3.25363 0.09
H -1.39386 0.42143 1.57986 0.08
H -1.54055 1.73772 -0.78429 0.10
N 6.21005 4.48911 -2.31285 -0.01
C 7.19344 3.53455 -2.33068 -0.15
C 8.33384 4.11977 -2.80836 -0.11
C 8.02915 5.48029 -3.08455 -0.10
C 6.71333 5.67862 -2.76757 -0.14
H 5.26638 4.34427 -2.00799 0.11
H 6.99717 2.52793 -2.00220 0.10
H 9.28322 3.62960 -2.94290 0.09
H 8.70129 6.22745 -3.47093 0.09
H 6.09477 6.55748 -2.82581 0.11
N -6.91860 5.14374 -1.58838 0.00
C -8.00925 5.81170 -1.10427 -0.13
C -7.96460 5.75536 0.26220 -0.10
C -6.79866 5.02593 0.61795 -0.11
C -6.17354 4.66417 -0.54595 -0.15
H -6.70001 5.02370 -2.56029 0.14
H -8.72103 6.26794 -1.77021 0.11
H -8.68807 6.19017 0.93196 0.08
H -6.46011 4.79413 1.61417 0.08
H -5.27162 4.10777 -0.72216 0.08
N -9.99344 8.24424 2.83065 0.00
C -9.72197 9.51959 2.41551 -0.14
C -10.76439 9.93592 1.63227 -0.11
C -11.70295 8.87041 1.57402 -0.11
C -11.19986 7.84176 2.32402 -0.15
H -9.39809 7.68810 3.41622 0.14
H -8.81508 10.01798 2.71161 0.10
H -10.84653 10.89751 1.15433 0.09
H -12.64003 8.86160 1.04324 0.09
H -11.59393 6.86349 2.54005 0.10

So which one is most stable? That would be a, about 0.273 eV below the next structure.